DFT (the ωB97M-V functional and the def2-TZVPD basis) results for 6 unconnected molecules or ions with the total composition H13O6.

Bonds (Å) are listed after each position.
Cartesian coordinates (Å):
1 O 19.48 28.24 35.12  H2 0.980, H3 0.970, H4 0.957
2 H 19.45 27.44 35.69  O1 0.980
3 H 20.08 28.29 34.36  O1 0.970
4 H 18.64 28.37 34.68  O1 0.957
5 O 20.82 25.88 36.29  H6 0.822, H7 0.869
6 H 20.57 25.19 36.66  O5 0.822
7 H 21.64 25.98 36.56  O5 0.869
8 O 17.95 26.52 36.87  H9 0.946, H10 1.008
9 H 17.12 26.63 37.32  O8 0.946
10 H 18.32 25.60 37.03  O8 1.008
11 O 19.06 25.49 33.77  H12 1.007, H13 1.036
12 H 19.13 25.76 32.80  O11 1.007
13 H 19.97 25.33 34.25  O11 1.036
14 O 17.52 28.72 33.39  H15 1.040, H16 1.055
15 H 17.16 29.70 33.43  O14 1.040
16 H 16.60 28.24 33.22  O14 1.055
17 O 21.80 27.71 33.56  H18 1.022, H19 0.887
18 H 22.72 28.13 33.73  O17 1.022
19 H 21.78 26.82 33.46  O17 0.887

Properties
Orbital gap (eV): 11.84
Energy above the lowest of the compared OMol25 structures with the same formula, charge and spin (kcal per mole): 64.22
HOMO (eV): -14.970
LUMO energy (eV): -3.13
Total charge: +1
E (eV): -12487.741